1.
{
  "formula": "C26H53Cl2F3NO4Si2",
  "method": "the ωB97M-V functional and the def2-TZVPD basis",
  "species": ["C", "C", "C", "C", "C", "C", "C", "C", "C", "C", "C", "C", "C", "C", "C", "C", "C", "C", "C", "C", "Si", "O", "Si", "C", "C", "C", "F", "F", "F", "C", "Cl", "C", "C", "Cl", "H", "H", "H", "H", "H", "H", "H", "H", "H", "H", "H", "H", "H", "H", "H", "H", "H", "H", "H", "H", "H", "H", "H", "H", "H", "H", "H", "H", "H", "H", "H", "H", "H", "H", "H", "H", "H", "H", "H", "H", "H", "H", "H", "H", "H", "H", "H", "H", "H", "H", "H", "H", "H", "N", "O", "O", "O"],
  "positions_angstrom": [[-5.1506, 0.7898, 0.5245], [-6.6752, 0.7526, 0.6087], [-7.2743, 0.1067, 1.8723], [-6.4584, 0.2524, 3.1629], [-5.4370, -0.8515, 3.3921], [-4.5539, -0.6060, 4.6415], [-3.1423, -0.1312, 4.3161], [-3.0157, 1.3824, 4.0721], [-1.8339, 1.6963, 3.1626], [-1.6588, 3.1696, 2.8312], [-2.8739, 3.8080, 2.1305], [-2.4784, 5.0019, 1.2397], [-2.7817, 4.8287, -0.2533], [-2.3890, 3.4717, -0.8636], [-1.1053, 3.4882, -1.7223], [0.0464, 2.7598, -1.0200], [1.3843, 2.8203, -1.7721], [1.5771, 1.6017, -2.6625], [2.9693, 1.4165, -3.2928], [4.1551, 1.6813, -2.3634], [4.4927, 0.2867, -1.1450], [3.8124, -1.1138, -1.7238], [4.7235, -2.5311, -1.7331], [3.4828, -3.9098, -1.9528], [3.7193, -5.1551, -1.0746], [2.4219, -5.7214, -0.5663], [2.5845, -6.9582, 0.0131], [1.8080, -4.9248, 0.3569], [1.5107, -5.8964, -1.5835], [6.0338, -2.3413, -3.1238], [5.5462, -1.1966, -4.4273], [6.5165, -3.6622, -3.7250], [5.7029, -4.2243, -4.8755], [6.6606, -4.8104, -2.3806], [-4.6944, 1.2752, 1.3834], [-4.7282, -0.2007, 0.3855], [-4.8678, 1.3822, -0.3466], [-7.0018, 0.1518, -0.2416], [-7.0874, 1.7465, 0.4509], [-8.2468, 0.5650, 2.0540], [-7.4709, -0.9510, 1.6988], [-7.1423, 0.2608, 4.0122], [-5.9596, 1.2215, 3.1690], [-4.7733, -0.9464, 2.5348], [-5.9568, -1.8022, 3.4998], [-5.0399, 0.1584, 5.2523], [-4.5287, -1.5155, 5.2376], [-2.7297, -0.6899, 3.4759], [-2.4980, -0.3741, 5.1632], [-2.8460, 1.8412, 5.0460], [-3.9363, 1.7976, 3.6647], [-0.9357, 1.3706, 3.6966], [-1.8719, 1.0886, 2.2589], [-0.7963, 3.2584, 2.1694], [-1.4369, 3.7579, 3.7212], [-3.5603, 4.1481, 2.9042], [-3.3982, 3.0508, 1.5526], [-1.4342, 5.2625, 1.4019], [-3.0413, 5.8722, 1.5834], [-3.8240, 5.0655, -0.4544], [-2.2087, 5.5907, -0.7842], [-2.2702, 2.6976, -0.1091], [-3.2136, 3.1402, -1.4948], [-0.8110, 4.4998, -1.9976], [-1.3191, 2.9606, -2.6529], [0.1158, 3.1554, -0.0051], [-0.2687, 1.7207, -0.9195], [1.3925, 3.7197, -2.3887], [2.1801, 2.9008, -1.0367], [0.8645, 1.6554, -3.4877], [1.3261, 0.6918, -2.1148], [3.0107, 0.4025, -3.6778], [3.0554, 2.0768, -4.1596], [4.0741, 2.6357, -1.8494], [5.0531, 1.7566, -2.9816], [3.9042, 0.6329, 0.1708], [5.9435, 0.0610, -0.9582], [5.4515, -2.5993, -0.4570], [3.3562, -4.2063, -2.9905], [2.5261, -3.4668, -1.6670], [4.1725, -5.9503, -1.6611], [4.4017, -4.9834, -0.2407], [6.9018, -1.8751, -2.6637], [7.5267, -3.5077, -4.1021], [5.9272, -3.6797, -5.7891], [5.9710, -5.2634, -5.0416], [4.6312, -4.1458, -4.7125], [6.4564, -5.6745, 1.1152], [6.5069, -6.1535, 2.2589], [7.0092, -6.2589, 0.1570], [5.8202, -4.6086, 0.9043]],
  "atomic_forces_ev_per_a": [[-0.2, 0.4, -0.3], [0.2, -0.7, -0.1], [0.0, 0.3, 0.2], [-0.1, 0.0, -0.2], [0.4, 0.2, 0.4], [-0.4, 0.0, -0.4], [0.1, 0.1, 0.4], [0.2, -0.5, -0.2], [0.3, 0.2, 0.8], [-0.3, 0.0, -0.6], [0.5, 0.2, 0.3], [-0.7, 0.1, 0.2], [0.7, 0.0, 0.1], [-0.1, 0.3, -0.6], [-0.1, -0.6, 0.2], [-0.3, 0.3, -0.3], [-0.5, -0.2, 0.3], [0.3, -0.2, -0.3], [-0.4, 0.5, 0.0], [0.4, -0.5, -0.1], [-0.6, 0.1, -0.2], [0.7, 0.0, 0.2], [-0.4, 0.1, 0.1], [-0.1, -0.1, 0.3], [-0.4, -0.3, -0.3], [-0.2, -0.5, 0.2], [-0.2, 1.1, -0.4], [0.3, -0.5, -0.5], [0.3, 0.0, 0.6], [-0.1, -0.3, 0.1], [-0.1, 0.1, 0.0], [0.3, 0.3, -0.6], [-0.1, 0.0, 0.0], [0.1, -0.1, 0.3], [0.1, -0.1, 0.1], [0.1, -0.1, 0.1], [0.1, 0.0, -0.1], [-0.2, 0.1, -0.1], [0.0, 0.2, 0.2], [-0.1, 0.0, -0.1], [0.1, -0.1, 0.0], [-0.1, 0.0, 0.1], [0.0, 0.1, 0.0], [-0.1, -0.1, -0.2], [-0.1, -0.1, -0.1], [0.0, 0.0, 0.2], [0.1, -0.1, 0.1], [-0.1, -0.1, -0.2], [0.1, -0.1, 0.0], [-0.1, 0.3, 0.0], [-0.1, 0.0, -0.1], [0.1, -0.1, -0.1], [-0.2, 0.1, -0.2], [0.1, 0.1, 0.0], [0.1, -0.1, 0.2], [-0.2, 0.0, 0.0], [-0.1, 0.0, -0.1], [0.2, -0.2, -0.1], [0.1, 0.2, 0.0], [-0.2, -0.2, 0.1], [-0.1, 0.2, -0.1], [-0.1, 0.0, 0.2], [-0.1, -0.1, 0.0], [0.0, 0.2, 0.1], [0.1, 0.1, -0.2], [0.2, 0.1, 0.1], [0.1, -0.2, 0.2], [0.2, 0.2, 0.0], [0.2, 0.0, 0.0], [-0.2, -0.1, 0.0], [0.0, 0.0, 0.2], [0.2, -0.2, -0.1], [0.0, 0.1, 0.0], [-0.1, 0.1, 0.1], [0.1, 0.0, 0.0], [0.0, -0.1, 0.1], [0.1, 0.1, 0.0], [0.0, 0.0, -0.1], [0.0, 0.0, -0.1], [0.0, 0.2, 0.0], [0.1, -0.1, 0.0], [-0.1, 0.1, 0.1], [0.0, 0.1, 0.1], [0.1, -0.1, 0.1], [0.0, 0.1, -0.1], [0.0, -0.1, 0.1], [-0.1, -0.1, 0.1], [-0.1, -0.4, 0.1], [0.1, 0.2, -0.2], [-0.1, 0.1, 0.0], [0.3, 0.1, 0.2]],
  "mulliken_charge": [-0.350, -0.633, -0.856, -0.557, -0.213, -1.041, -0.919, -0.055, -1.019, -0.602, 0.378, -1.133, -0.965, -0.026, -0.889, -0.188, -0.471, -0.761, -0.649, -1.015, 0.436, 0.024, -0.440, -0.564, -0.196, 0.725, -0.285, -0.273, -0.294, -0.268, -0.228, 0.104, -1.429, -0.056, -0.280, 0.344, 0.318, 0.314, 0.366, 0.318, 0.339, 0.513, 0.055, 0.069, 0.442, 0.439, 0.374, 0.429, 0.446, 0.348, -0.049, 0.383, 0.421, 0.223, 0.415, 0.547, -0.609, 0.437, 0.338, 0.374, 0.412, 0.050, 0.389, 0.253, 0.324, -0.070, 0.402, 0.237, 0.403, 0.312, 0.338, 0.250, 0.472, 0.519, 0.440, -0.241, -0.218, -0.048, 0.342, 0.560, 0.456, -0.289, 0.556, 0.465, 0.416, 0.398, 0.276, 0.950, -0.685, -0.638, -0.637],
  "gap_ev": 7.082,
  "lumo_energy_ev": 2.12,
  "homo_ev": -4.958,
  "energy_ev": -86457.0579,
  "total_charge": -1
}



2.
{
  "formula": "C26H53F5N2O6P",
  "method": "the ωB97M-V functional and the def2-TZVPD basis",
  "species": ["C", "C", "N", "N", "C", "C", "C", "C", "F", "F", "C", "F", "F", "F", "C", "C", "C", "C", "C", "C", "C", "P", "O", "O", "H", "H", "H", "H", "H", "H", "H", "H", "H", "H", "H", "H", "H", "H", "H", "H", "H", "H", "H", "H", "H", "C", "C", "C", "O", "H", "H", "H", "H", "H", "H", "H", "H", "C", "C", "C", "O", "H", "H", "H", "H", "H", "H", "H", "H", "C", "C", "C", "O", "H", "H", "H", "H", "H", "H", "H", "H", "C", "C", "C", "O", "H", "H", "H", "H", "H", "H", "H", "H"],
  "positions_angstrom": [[-1.7777, 1.7386, -0.4777], [-0.6771, 0.7046, -0.7416], [-0.3861, 0.0376, 0.5446], [0.2736, -1.2540, 0.4564], [1.0649, -1.4117, 1.7328], [0.2288, -1.3979, 3.0087], [1.1824, -1.5605, 4.1978], [0.4881, -2.0153, 5.4731], [1.1770, -3.0760, 5.9588], [-0.7612, -2.4441, 5.2561], [0.4579, -0.9371, 6.6241], [1.2821, -1.2636, 7.5911], [0.7361, 0.2746, 6.1721], [-0.7686, -0.8900, 7.1419], [-0.8068, -2.2748, 0.2903], [-0.3527, -3.6964, 0.0728], [0.2770, -4.4771, 1.0433], [0.6652, -5.7879, 0.7888], [0.3857, -6.3478, -0.4614], [-0.2694, -5.6075, -1.4374], [-0.6193, -4.2867, -1.1709], [1.4982, -1.3314, -0.9350], [2.4237, -2.5736, -0.4828], [2.3514, -0.0450, -0.4486], [-1.3608, 2.5186, 0.1565], [-2.6618, 1.2771, -0.0571], [-1.9737, 2.1930, -1.4413], [-1.0700, 0.0114, -1.4773], [0.1710, 1.2580, -1.1346], [0.1988, 0.6630, 1.0893], [1.7825, -0.5935, 1.7802], [1.6452, -2.3269, 1.7047], [-0.4021, -2.2830, 2.9935], [-0.4192, -0.5325, 3.0969], [1.7592, -0.6508, 4.3354], [1.8972, -2.3391, 3.9388], [-1.3581, -1.9777, -0.5958], [-1.5060, -2.2247, 1.1172], [0.4855, -4.0543, 2.0162], [1.1689, -6.3548, 1.5543], [0.6853, -7.3679, -0.6519], [-0.5008, -6.0616, -2.3868], [-1.1212, -3.7113, -1.9377], [2.8408, -2.9384, -1.2746], [2.9544, 0.1588, -1.1802], [-2.1304, 3.7023, -5.8676], [-2.2285, 2.2866, -5.3279], [-3.5814, 1.6673, -5.6355], [-1.9996, 2.2839, -3.9108], [-2.8845, 4.3454, -5.4052], [-1.1553, 4.1343, -5.6382], [-2.2739, 3.7180, -6.9483], [-1.4395, 1.6737, -5.7645], [-4.3822, 2.2458, -5.1664], [-3.6381, 0.6522, -5.2403], [-3.7624, 1.6334, -6.7098], [-2.6878, 2.8222, -3.5045], [6.9826, 0.8009, 1.9391], [6.1978, 1.3007, 0.7377], [4.8799, 1.9346, 1.1467], [5.9437, 0.2178, -0.1666], [6.4135, 0.0369, 2.4771], [7.9191, 0.3446, 1.6202], [7.2088, 1.6132, 2.6303], [6.7967, 2.0266, 0.1881], [4.2484, 1.1969, 1.6521], [4.3391, 2.2771, 0.2627], [5.0239, 2.7828, 1.8162], [5.4218, -0.4354, 0.3122], [-3.9469, 1.3845, 9.2102], [-4.4185, 0.0713, 8.6049], [-4.3627, -1.0604, 9.6195], [-3.6242, -0.2552, 7.4635], [-2.9074, 1.3010, 9.5398], [-3.9912, 2.1841, 8.4701], [-4.5584, 1.6693, 10.0671], [-5.4401, 0.1840, 8.2403], [-3.3355, -1.2162, 9.9610], [-4.7017, -1.9939, 9.1695], [-4.9863, -0.8461, 10.4882], [-2.7140, -0.3605, 7.7596], [-0.2262, 3.1929, -11.3044], [-0.6562, 3.3340, -9.8531], [0.5001, 3.7659, -8.9653], [-1.1973, 2.0979, -9.3785], [0.5512, 2.4298, -11.3997], [-1.0672, 2.8802, -11.9231], [0.1636, 4.1331, -11.6959], [-1.4628, 4.0648, -9.7816], [1.3029, 3.0234, -8.9832], [0.1671, 3.8551, -7.9304], [0.9131, 4.7241, -9.2826], [-0.5015, 1.4348, -9.4354]],
  "atomic_forces_ev_per_a": [[0.9, -0.1, -0.3], [-1.0, 0.5, 0.4], [-0.2, 0.1, -0.5], [1.2, 0.3, 1.3], [-0.1, 0.4, 0.9], [0.0, -0.7, -0.1], [-0.1, 0.1, -0.8], [0.8, 0.2, 0.3], [0.1, -0.2, 0.2], [-0.4, 0.0, -0.2], [-0.9, -0.7, -0.2], [0.7, 0.1, 0.3], [0.4, 0.5, -0.2], [-0.3, 0.0, 0.2], [-0.3, -0.8, -0.5], [0.2, -0.6, -0.6], [0.0, 0.1, 0.1], [-0.4, 0.4, -0.6], [0.1, 0.1, 0.4], [0.2, 0.2, 0.5], [0.1, 0.0, 0.2], [-0.3, -0.1, -1.7], [0.0, 0.3, 0.4], [-0.1, -0.2, 0.2], [-0.3, 0.1, 0.3], [-0.1, 0.1, 0.1], [-0.3, 0.1, -0.1], [0.2, -0.3, -0.1], [0.3, -0.3, -0.2], [0.2, -0.2, 0.1], [0.0, 0.1, -0.3], [-0.1, -0.1, -0.3], [-0.3, 0.1, 0.0], [0.0, 0.2, 0.0], [0.0, 0.1, 0.3], [0.1, -0.2, 0.1], [0.0, 0.2, -0.1], [0.2, 0.4, 0.3], [0.0, -0.1, 0.1], [0.0, -0.1, 0.1], [0.0, -0.1, -0.1], [0.0, 0.0, -0.1], [0.0, 0.1, 0.0], [-0.1, -0.4, 0.0], [0.2, 0.4, 0.2], [0.2, 0.1, 0.0], [-0.4, 0.3, 0.0], [0.0, -0.2, 0.0], [0.2, -0.2, 0.1], [-0.1, -0.1, 0.0], [0.0, 0.0, 0.0], [0.0, 0.0, 0.0], [0.1, 0.0, 0.1], [0.0, 0.1, -0.1], [0.0, 0.0, 0.0], [0.0, 0.0, 0.0], [-0.1, 0.1, -0.1], [0.1, 0.0, -0.1], [-0.2, -0.2, 0.4], [-0.1, 0.1, -0.1], [0.0, 0.1, -0.2], [-0.1, 0.1, 0.0], [0.0, 0.0, 0.0], [0.0, 0.0, 0.0], [0.0, -0.1, -0.1], [0.0, 0.0, 0.1], [0.0, 0.1, 0.0], [0.0, 0.0, 0.0], [0.1, 0.0, 0.1], [-0.1, 0.1, -0.1], [0.4, 0.0, 0.3], [-0.1, -0.1, -0.1], [-0.2, 0.0, -0.2], [0.0, -0.1, 0.1], [0.0, 0.0, 0.0], [0.0, 0.0, 0.0], [0.0, 0.0, -0.1], [0.0, 0.1, 0.0], [0.0, 0.0, 0.0], [0.0, 0.0, 0.0], [-0.1, 0.0, 0.0], [-0.1, 0.0, -0.1], [0.5, -0.2, -0.1], [-0.1, 0.1, 0.2], [-0.2, 0.1, 0.1], [0.1, 0.1, 0.0], [0.0, 0.0, 0.0], [0.0, 0.0, 0.0], [-0.1, -0.1, 0.1], [0.0, 0.0, -0.1], [0.0, 0.1, 0.0], [0.0, 0.0, 0.0], [0.0, 0.0, 0.0]],
  "mulliken_charge": [-0.951, -0.541, -0.368, 0.682, -1.814, -0.128, -1.564, 0.880, -0.334, -0.318, 0.710, -0.257, -0.271, -0.373, -1.173, 0.794, 0.457, -1.095, -0.369, -0.867, -0.437, 0.145, -0.419, -0.363, 0.370, 0.369, 0.013, 0.497, 0.267, 0.329, 0.607, 0.766, 0.428, 0.593, 0.559, 0.462, 0.458, 0.492, 0.331, 0.451, 0.404, 0.420, 0.374, 0.402, 0.309, -1.172, 0.338, -1.344, -0.455, 0.419, 0.287, 0.268, 0.209, 0.348, 0.325, 0.395, 0.303, -1.209, 0.276, -0.820, -0.545, 0.280, 0.326, 0.371, 0.317, 0.019, 0.228, 0.434, 0.337, -1.224, 0.434, -1.241, -0.484, 0.309, 0.309, 0.373, 0.319, 0.308, 0.308, 0.392, 0.312, -1.418, 0.461, -1.011, -0.523, 0.358, 0.331, 0.379, 0.286, 0.336, 0.109, 0.378, 0.337],
  "gap_ev": 9.025,
  "lumo_energy_ev": -2.53,
  "homo_ev": -11.552,
  "energy_ev": -65957.6503,
  "total_charge": 1
}